69
Properties=species:S:1:pos:R:3:forces:R:3 method="wB97M-V/def2-TZVPD" s_squared=6.004 lumo_ha="0.01480 / 0.01262" spin_multiplicity=5 orbital_gap_ev="2.13 / 7.67"
V -0.621456 -0.188725 -0.272015 -1.2 0.1 1.1
C -3.373557 -3.218666 -0.238428 -0.1 0.7 -0.5
C -3.308776 -1.859813 -0.999973 1.2 0.8 0.5
O -2.650440 -0.871560 -0.202601 -0.2 -0.2 -0.7
H -2.325040 -3.502014 -0.146618 -0.3 -0.3 0.3
H -3.976070 -4.025521 -0.655630 0.3 0.0 -0.9
H -3.855165 -3.141484 0.736350 0.4 0.7 0.3
H -4.230596 -1.543061 -1.487839 -1.1 0.3 1.0
H -2.761502 -1.897404 -1.941870 0.8 -1.1 -0.2
C -1.666780 0.119667 -3.900375 0.2 0.4 -0.6
C -0.509757 0.909504 -3.304081 -0.7 -2.0 1.7
O -0.489984 1.177287 -2.091365 -0.1 0.5 -0.3
N 0.588882 1.030416 -4.039065 -0.6 0.6 -0.5
C 1.772409 1.766316 -3.587887 -0.8 -1.0 -1.2
H -1.653435 0.288902 -4.977074 -0.2 -0.4 -0.1
H -2.667375 0.354867 -3.537632 0.3 0.4 0.3
H -1.533997 -0.936405 -3.665458 0.3 0.0 -0.1
H 0.624118 0.544780 -4.923947 -0.2 0.4 0.1
H 2.375250 1.543860 -4.468346 1.2 0.2 0.8
H 2.048757 1.329879 -2.628075 0.6 0.5 -0.1
H 1.600097 2.842581 -3.596226 -0.1 -0.1 0.5
C 0.509243 -4.069959 0.260064 -0.4 1.3 -0.8
C 0.820732 -3.024096 -0.845241 -1.6 0.7 -1.0
O 0.120346 -1.982527 -1.118830 1.7 -2.3 1.0
N 1.851937 -3.325775 -1.646009 -0.4 1.3 -0.4
C 2.238839 -2.390238 -2.729423 1.4 -0.6 0.1
H -0.572012 -4.134185 0.381951 0.1 0.3 0.2
H 0.968246 -3.657372 1.158502 0.0 -0.4 0.2
H 0.830388 -5.083941 0.021724 0.5 0.3 0.0
H 2.324383 -4.209840 -1.522225 0.1 0.3 -0.1
H 2.332073 -1.338200 -2.459953 -0.9 -0.1 0.6
H 1.690480 -2.517307 -3.662842 -0.4 0.0 0.3
H 3.288741 -2.576549 -2.955444 0.0 -0.5 -0.1
C -1.031481 4.168835 0.038880 -0.1 0.1 0.4
C -1.832865 2.885552 0.334064 -0.9 -1.5 -1.5
O -1.306336 1.808076 0.599568 1.8 0.0 0.7
N -3.163874 2.772278 0.109220 0.9 2.3 -1.6
C -4.023553 3.973062 0.039056 -0.1 -1.1 2.3
H -1.550293 5.055422 -0.325668 -0.5 -0.4 0.0
H -0.246009 3.980992 -0.693140 -0.1 -0.5 0.1
H -0.533530 4.527630 0.939668 0.1 -0.3 0.2
H -3.568979 1.876300 0.339898 0.1 -0.2 -0.1
H -4.149071 3.955742 1.121666 -1.4 1.5 0.1
H -4.978501 3.817016 -0.462753 0.3 -0.1 -0.1
H -3.548317 4.920747 -0.214219 0.1 -0.6 -0.4
C -1.310444 -2.112431 3.491492 -1.0 0.7 0.6
C -0.108066 -1.615086 2.794880 -1.6 0.4 0.0
O -0.202866 -1.114568 1.694759 0.0 0.5 -2.4
N 1.026352 -1.574016 3.431752 2.1 -0.9 2.7
C 1.191575 -1.936448 4.869407 -0.6 0.4 -0.3
H -2.205753 -1.769594 2.972845 0.2 -0.6 -0.6
H -1.368104 -1.505235 4.394870 0.0 -0.5 0.5
H -1.295148 -3.182862 3.696516 -0.1 0.1 0.1
H 1.827833 -1.401560 2.841846 0.6 0.3 0.1
H 2.050747 -1.490791 5.370732 0.3 0.0 -0.8
H 1.178227 -3.004586 5.086198 0.2 -0.1 -0.4
H 0.347556 -1.507364 5.409424 0.0 -0.1 0.0
O 1.406735 0.726435 0.161790 0.1 0.4 0.8
C 2.237598 1.391403 0.745483 0.6 0.3 -0.8
O 3.325638 1.778211 0.000025 -1.6 -0.6 -0.7
C 4.293475 2.454386 0.730743 0.9 -0.8 0.1
C 3.763707 2.632703 2.104729 0.2 0.0 2.1
C 2.354188 2.005439 2.195680 -0.4 0.2 -2.8
H 4.567587 3.403403 0.269943 0.0 -0.2 -0.3
H 5.136167 1.775940 0.863729 0.5 0.2 -0.8
H 3.830669 3.709330 2.261229 -0.7 -0.1 0.8
H 4.480424 2.128035 2.752586 -0.3 0.2 0.5
H 1.652470 2.838272 2.241499 -0.5 -0.1 -0.1
H 1.963266 1.215917 2.837489 0.9 0.2 0.6

=====

26
Properties=species:S:1:pos:R:3:forces:R:3 method="wB97M-V/def2-TZVPD" smiles=Cc1ccccc1.CCC lumo_ha=0.03690 spin_multiplicity=1 orbital_gap_ev=10.15
C -1.697619 1.225620 1.356291 -0.8 -1.7 -0.7
C -1.424313 0.404023 0.097874 -0.3 0.5 -0.4
C -1.465016 1.017822 -1.154905 2.5 -1.0 -0.5
C -1.070071 0.249801 -2.284853 -1.0 1.7 1.1
C -0.875381 -1.105810 -2.239664 0.7 0.3 -1.4
C -0.958878 -1.747831 -1.025081 -1.0 0.1 1.7
C -1.224439 -0.979535 0.104797 -1.1 0.3 0.4
H -2.487746 0.715418 1.922355 -0.1 0.1 -0.1
H -2.111054 2.154016 0.990741 0.3 0.6 0.6
H -0.857236 1.235015 2.040976 0.2 0.6 -0.2
H -1.326397 2.085351 -1.281047 -0.8 0.2 0.2
H -0.952412 0.828098 -3.193316 0.0 -0.4 -0.2
H -0.575109 -1.467265 -3.220006 -0.1 -1.0 0.4
H -1.029996 -2.792744 -0.748752 0.6 -0.3 -1.1
H -1.538799 -1.479058 1.018506 0.7 -0.2 0.1
C 2.173672 0.306834 0.015334 0.0 0.7 -0.2
C 2.225240 0.671780 1.485820 -1.3 -1.3 0.7
C 2.838897 -0.426606 2.394949 1.2 0.7 -0.4
H 1.881757 1.185817 -0.567202 0.1 0.0 0.0
H 1.355862 -0.392076 -0.138787 0.4 -0.5 -0.2
H 3.138179 -0.028714 -0.363088 -0.1 -0.3 -0.1
H 2.674169 1.643238 1.655414 0.0 0.1 0.1
H 1.171444 0.676274 1.781983 0.1 0.8 0.1
H 3.170800 -1.279391 1.804260 -0.2 -0.2 0.0
H 3.744288 0.010734 2.811059 0.3 -0.2 0.2
H 2.283787 -0.782472 3.261455 -0.5 0.2 -0.3